2 unconnected molecules or ions with the total composition C3H8OS. Source: the OMol25 dataset; level of theory: ωB97M-V/def2-TZVPD.

Output
calculated total energy = -16122.12770 eV
LUMO level = 0.9 eV
total charge = 0
SMILES = C=O.CSC
E_HOMO = -0.301 hartree
HOMO-LUMO gap = 9.1 eV

Element x y z (Å)
O  1.29432  -2.09778  0.49444
C  0.93959  -2.55674  1.53576
H  0.96222  -3.61680  1.84000
H  0.50918  -1.93959  2.34338
C  0.52505  1.60265  -1.44962
S  -0.25648  1.11229  0.11001
C  -1.94704  0.58965  -0.26837
H  0.20821  0.97632  -2.26754
H  1.58518  1.42262  -1.27411
H  0.34983  2.65638  -1.64867
H  -2.33833  1.06570  -1.16294
H  -2.01353  -0.49139  -0.35651
H  -2.53490  0.97178  0.55163

2 unconnected molecules or ions with the total composition C3H8OS. Source: the OMol25 dataset; level of theory: ωB97M-V/def2-TZVPD.

Output
spin multiplicity = 2
calculated total energy = -16112.81758 eV
LUMO level (spin up / spin down) = -4.4 / -9.5 eV
total charge = +1
E_HOMO (spin up / spin down) = -0.501 / -0.493 hartree
HOMO-LUMO gap (spin up / spin down) = 9.3 / 3.9 eV

Element x y z (Å)
O  -3.12140  -1.49393  2.34406
C  -2.87600  -1.82564  1.23266
H  -1.99607  -2.44704  1.02111
H  -3.43234  -1.54174  0.31683
C  2.27548  0.60489  -0.20615
C  0.91133  1.22901  -0.58065
S  -0.45896  0.07683  -0.48826
H  2.52457  0.83875  0.82760
H  2.37780  -0.45824  -0.40739
H  3.03573  1.13165  -0.78508
H  1.01782  1.59481  -1.59086
H  0.66546  2.08021  0.05834
H  -0.92341  0.21044  -1.74219

A molecular structure, C3H8OS2. Source: the OMol25 dataset; level of theory: ωB97M-V/def2-TZVPD.

Output
calculated total energy = -26956.21838 eV
LUMO level = 0.5 eV
total charge = 0
E_HOMO = -0.319 hartree
HOMO-LUMO gap = 9.2 eV

Element x y z (Å)
C  0.97931  0.59692  0.97806
C  -0.91668  -0.76439  -0.85161
C  -0.82271  0.21596  0.29462
O  1.37988  -0.52927  1.66024
S  0.50744  -1.88154  -1.10441
S  -1.80864  1.74105  0.01523
H  0.90184  1.49034  1.50855
H  1.46085  0.65722  0.03999
H  -0.76538  -0.07116  -1.77300
H  -1.93337  -1.30131  -0.87591
H  -1.28715  -0.23157  1.23443
H  1.97789  -1.11892  1.03175
H  1.36050  -0.90791  -1.22326
H  -1.03379  2.10457  -0.93467